[1]
116
Properties=species:S:1:pos:R:3:forces:R:3:mulliken_charge:R:1 method="wB97M-V/def2-TZVPD" total_charge=-1 homo_ev=-3.91 gap_ev=5.49 largest_force_ev_per_a=1.73 e_above_lowest_kj_mol=0.0 total_energy_ev=-105220.678
Cs 0.524 0.615 -0.420 0.135 -0.119 -0.052 1.347
C -4.052 -0.277 -2.281 0.274 -0.355 -0.070 -1.503
C -3.696 1.142 -2.748 0.226 -0.851 -0.176 0.719
C -3.192 1.201 -4.190 0.490 0.002 -0.570 -1.461
P -2.540 1.994 -1.558 -0.723 -0.279 -0.384 0.211
C -2.711 3.722 -2.271 0.388 -0.060 0.256 0.259
C -1.964 4.645 -1.300 1.139 0.369 -0.830 -1.699
C -4.093 4.259 -2.602 -0.026 0.332 0.232 -1.606
C -3.610 2.071 -0.068 0.162 0.051 0.238 1.115
C -4.997 2.166 -0.155 -0.320 -0.201 0.763 0.209
C -5.804 2.417 0.958 0.283 0.807 -0.143 0.334
C -7.305 2.601 0.793 0.620 -0.803 0.493 -1.693
C -5.147 2.680 2.182 -1.128 -0.505 -0.612 -0.914
C -3.787 2.558 2.297 -0.629 -0.149 0.915 0.224
C -2.992 2.147 1.224 1.236 0.323 -0.906 -2.106
N -1.669 1.847 1.379 -0.151 -0.331 0.029 0.660
C -0.926 2.487 2.339 -0.071 0.274 -0.216 -1.521
C -1.013 3.897 2.478 -0.861 0.029 -0.817 0.273
C -0.205 4.609 3.320 0.313 -0.256 0.116 -0.980
C 0.784 3.975 4.076 0.159 -1.630 -0.422 0.093
C 1.681 4.762 4.963 -0.347 0.938 0.242 -1.695
C 0.907 2.575 3.946 -0.516 0.763 0.153 -0.228
C 0.048 1.817 3.123 0.395 0.046 0.362 1.770
P 0.150 -0.021 3.022 -0.486 0.506 -0.100 0.526
C -1.131 -0.632 4.261 0.082 -0.136 -0.496 0.205
C -2.380 -1.145 3.527 -0.069 -0.635 0.909 -1.092
C -1.540 0.312 5.381 -0.322 0.402 0.667 -1.525
C 1.711 -0.467 3.887 0.405 -0.043 0.765 1.988
C 2.947 0.155 3.234 -0.217 0.344 -0.286 -1.551
C 1.797 -0.376 5.420 0.142 -0.208 0.351 -1.551
H -4.796 -0.762 -2.944 0.419 0.246 0.155 0.406
H -4.479 -0.266 -1.274 0.043 0.066 -0.097 0.392
H -3.150 -0.917 -2.228 -0.324 0.193 -0.136 0.078
H -4.605 1.702 -2.755 -0.729 0.431 0.069 0.021
H -2.216 0.708 -4.355 -0.300 0.164 0.317 0.106
H -3.066 2.250 -4.497 -0.040 -0.302 -0.017 0.326
H -3.883 0.738 -4.922 0.070 0.134 0.500 0.418
H -2.148 3.691 -3.216 0.100 -0.070 0.237 0.617
H -2.509 4.813 -0.390 -0.377 0.047 0.428 0.290
H -1.709 5.624 -1.760 -0.423 -0.383 0.192 0.496
H -0.981 4.216 -1.027 -0.435 0.026 0.016 0.335
H -4.743 4.306 -1.727 0.034 -0.089 0.079 0.246
H -4.624 3.732 -3.392 0.103 -0.196 -0.035 0.316
H -3.957 5.283 -2.947 -0.111 0.234 -0.098 0.500
H -5.502 1.972 -1.091 -0.009 0.191 -0.156 0.194
H -7.657 1.911 0.022 -0.208 0.127 0.060 0.375
H -7.590 3.613 0.527 0.001 0.228 -0.094 0.292
H -7.783 2.347 1.746 -0.187 0.051 -0.224 0.387
H -5.785 2.864 3.054 0.387 0.157 -0.159 0.254
H -3.357 2.663 3.288 0.187 0.042 -0.142 0.246
H -1.753 4.409 1.816 0.683 -0.363 0.738 0.139
H -0.293 5.681 3.368 -0.059 0.337 0.025 0.366
H 1.634 5.790 4.604 0.131 0.248 0.192 0.402
H 2.728 4.499 4.963 0.241 -0.453 -0.073 0.355
H 1.322 4.779 5.997 0.109 -0.071 0.027 0.290
H 1.674 2.073 4.543 -0.438 0.316 -0.266 -0.115
H -0.624 -1.511 4.690 -0.133 0.120 -0.001 0.608
H -2.884 -0.373 2.973 -0.224 0.501 -0.180 0.069
H -3.076 -1.573 4.282 0.201 0.292 -0.444 0.450
H -2.150 -1.946 2.830 0.169 -0.076 -0.138 0.099
H -2.214 1.111 5.045 0.158 -0.199 -0.293 0.183
H -0.714 0.840 5.880 -0.080 -0.366 -0.192 0.301
H -2.120 -0.241 6.148 0.351 0.153 -0.257 0.431
H 1.736 -1.540 3.737 0.097 -0.396 -0.476 -0.841
H 2.979 1.238 3.430 0.143 -0.434 -0.291 0.311
H 3.021 -0.019 2.155 -0.333 0.130 0.011 0.266
H 3.852 -0.280 3.621 0.422 -0.254 0.446 0.512
H 1.939 0.637 5.791 -0.213 0.038 0.094 0.189
H 2.661 -0.948 5.787 0.013 0.075 -0.260 0.496
H 0.934 -0.843 5.914 0.122 0.347 -0.144 0.369
I -2.122 -4.022 -0.488 0.075 -0.129 -0.183 0.017
C -0.773 -5.398 -1.458 -0.150 0.218 0.842 -1.007
I 1.035 -4.458 -2.011 -0.051 -0.153 -0.207 0.128
H -1.339 -5.840 -2.258 0.136 0.045 -0.433 0.459
H -0.539 -6.148 -0.708 -0.001 0.068 -0.076 0.431
S 3.659 -0.011 -2.116 -0.355 0.591 -0.042 -0.783
C 4.084 -1.564 -1.532 -0.811 0.476 -0.056 0.006
N 5.027 -2.302 -1.936 0.912 -1.449 0.100 -0.482
N 5.779 -1.793 -2.948 -0.217 0.567 0.122 0.166
C 6.980 -2.345 -3.318 0.575 0.447 -0.727 0.352
C 7.825 -1.650 -4.237 -0.958 0.125 0.839 -0.472
C 9.009 -2.215 -4.654 0.048 0.133 -0.387 -0.381
C 9.390 -3.482 -4.252 -0.503 -0.810 0.787 -0.549
C 8.560 -4.178 -3.347 0.467 0.450 -0.326 -0.430
C 7.400 -3.600 -2.860 -0.371 0.126 0.264 -0.333
N 3.167 -2.136 -0.576 -0.571 0.566 -1.238 0.330
N 3.686 -2.530 0.448 0.350 -0.655 1.334 -0.528
C 2.759 -3.119 1.385 -0.543 0.056 -0.044 -0.250
C 3.344 -3.881 2.380 0.650 -0.086 -0.071 -0.026
C 2.577 -4.475 3.357 -0.035 -0.202 -0.136 -0.779
C 1.205 -4.298 3.357 -0.008 -0.695 0.980 -0.442
C 0.598 -3.578 2.373 -0.480 0.726 -1.496 -0.955
C 1.364 -3.000 1.356 0.603 -0.050 0.515 0.471
H 5.517 -0.821 -3.132 0.498 -0.059 -0.346 0.116
H 7.546 -0.635 -4.546 0.070 -0.446 0.022 0.301
H 9.631 -1.660 -5.347 0.061 0.021 0.050 0.318
H 10.318 -3.925 -4.582 0.019 -0.008 -0.104 0.355
H 8.831 -5.173 -3.002 0.060 0.171 -0.040 0.327
H 6.782 -4.050 -2.086 0.168 -0.215 -0.294 0.401
H 4.420 -4.023 2.319 -0.102 0.055 0.163 0.497
H 3.009 -5.149 4.073 0.290 0.016 0.311 0.397
H 0.626 -4.766 4.147 -0.082 0.039 -0.094 0.437
H -0.485 -3.473 2.296 0.282 -0.027 0.278 0.019
H 0.897 -2.430 0.581 -0.204 0.174 -0.336 0.855
N -3.751 -2.663 -7.172 -0.339 -0.047 -0.119 -0.543
C -2.817 -2.267 -6.637 0.235 -0.142 -0.053 -0.035
C -1.616 -1.818 -6.002 -0.140 0.461 -0.159 0.671
C -0.616 -1.180 -6.725 -0.299 -0.764 -0.443 -0.456
C 0.508 -0.820 -6.041 0.647 0.767 -0.079 -0.542
C 0.578 -0.969 -4.662 -0.317 -0.564 -0.204 -0.043
N -0.418 -1.547 -3.949 0.805 0.442 -0.133 -0.060
C -1.474 -1.968 -4.627 0.310 -0.005 -0.536 -0.343
H -0.663 -1.095 -7.807 -0.177 0.126 0.179 0.478
H 1.333 -0.373 -6.591 -0.030 -0.081 0.275 0.418
H 1.529 -0.669 -4.214 -0.500 -0.125 0.671 0.126
H -2.269 -2.511 -4.154 -0.162 -0.017 0.813 0.378

[2]
118
Properties=species:S:1:pos:R:3:forces:R:3:lowdin_spin:R:1 method="wB97M-V/def2-TZVPD" total_charge=-1 homo_ev="-3.52 / -3.56" gap_ev="5.87 / 5.91" multiplicity=8 largest_force_ev_per_a=2.55 e_above_lowest_kj_mol=3.0 total_energy_ev=-117837.705
Eu 12.367 14.722 14.159 -0.081 0.051 -0.143 7.030
C 10.088 18.386 17.346 0.523 0.924 -0.093 0.000
Si 10.224 17.694 15.578 -0.099 -0.359 -0.072 -0.001
C 11.691 18.542 14.739 -0.922 0.615 -1.361 0.001
C 8.656 18.340 14.680 -0.574 -0.487 0.512 0.000
N 10.480 15.955 15.633 -0.669 0.461 -0.290 -0.009
C 9.409 15.178 16.018 -0.745 -0.061 -0.383 0.000
C 8.122 15.642 16.475 1.434 -0.717 0.540 0.000
C 7.156 14.796 16.995 -0.664 0.937 -0.047 0.000
C 7.291 13.433 16.932 -0.477 -0.583 -0.112 0.000
C 8.445 12.916 16.366 0.229 -0.429 -0.346 0.000
C 9.418 13.765 15.927 1.334 0.275 -0.122 0.000
F 10.596 13.177 15.390 -0.874 0.525 0.537 -0.002
H 10.217 19.512 17.335 -0.217 -1.142 0.068 0.000
H 10.885 17.960 17.985 -0.561 0.152 -0.207 0.000
H 9.108 18.137 17.762 0.212 0.096 0.172 0.000
H 12.123 19.299 15.357 0.298 0.559 0.713 0.000
H 11.386 19.107 13.795 0.240 -0.924 1.028 0.000
H 12.503 17.890 14.475 0.315 -0.476 -0.183 0.000
H 8.908 18.835 13.751 0.066 0.246 -0.174 0.000
H 7.998 18.988 15.289 0.614 0.100 -0.077 0.000
H 7.961 17.532 14.432 0.265 -0.228 -0.198 0.000
H 8.027 16.691 16.590 -0.385 0.776 0.029 0.000
H 6.233 15.221 17.427 0.551 -0.147 -0.321 0.000
H 6.442 12.812 17.202 0.318 -0.162 0.135 0.000
H 8.608 11.862 16.180 -0.130 -0.061 0.143 0.000
N 14.368 13.104 15.456 -0.026 0.013 1.342 -0.004
C 14.410 13.229 16.964 0.043 -0.596 -0.875 0.000
C 13.318 12.372 17.549 -0.032 -1.452 1.087 0.000
C 12.416 13.007 18.616 1.380 -0.979 0.421 0.000
N 12.139 14.329 18.181 -1.285 1.240 0.239 0.001
H 14.450 12.132 15.152 0.048 0.302 0.174 0.000
H 15.145 13.626 15.081 0.292 0.108 -0.466 0.000
H 14.094 14.211 17.189 0.162 1.199 0.102 0.000
H 15.406 13.085 17.438 -0.495 -0.210 -0.460 0.000
H 13.724 11.429 17.965 -0.279 0.243 -0.358 0.000
H 12.608 12.128 16.780 -0.105 -0.377 -0.800 0.000
H 12.949 13.036 19.573 0.058 0.268 0.052 0.000
H 11.591 12.299 18.804 -0.258 0.356 -0.310 0.000
H 11.450 14.789 18.778 0.209 -0.085 -0.295 0.000
H 11.762 14.358 17.232 -0.122 -0.044 0.281 0.000
C 13.398 12.097 12.404 0.296 0.043 -0.246 0.001
N 12.091 12.685 12.688 -0.073 0.308 -0.096 -0.011
P 10.936 12.317 11.623 1.302 -0.891 -0.290 0.000
C 11.122 10.488 11.286 -0.535 0.008 0.249 0.000
C 10.389 9.685 12.129 -0.386 -1.515 0.558 0.000
C 10.448 8.269 12.032 0.367 1.116 -0.804 0.000
C 11.166 7.705 10.987 0.173 0.518 -0.396 0.000
C 11.897 8.511 10.091 -0.682 -0.094 1.785 0.000
C 11.922 9.865 10.317 -0.225 0.573 0.167 0.000
C 11.342 12.898 9.937 0.580 0.605 0.518 0.000
C 12.498 13.654 9.689 -0.874 0.839 0.478 0.000
C 12.753 14.122 8.413 0.333 -0.578 -0.567 0.000
C 11.879 13.774 7.372 0.791 0.417 0.162 0.000
C 10.725 13.060 7.640 0.113 -0.372 -0.248 0.000
C 10.465 12.591 8.922 -0.574 -0.291 -0.014 0.000
P 15.030 15.360 12.660 0.525 -0.422 -0.638 -0.004
C 15.792 16.979 12.397 0.923 -0.302 -0.823 -0.001
C 15.106 18.102 12.839 -1.011 0.308 0.292 0.000
C 15.590 19.373 12.681 2.285 0.142 -0.542 0.000
C 16.895 19.571 12.177 -1.272 -0.158 0.672 0.000
C 17.604 18.481 11.743 -1.316 -0.497 -0.149 0.000
C 17.042 17.219 11.745 0.197 -1.140 0.370 0.000
C 16.010 14.452 11.373 -0.226 -0.408 0.349 -0.001
C 16.745 13.301 11.667 -0.083 0.758 -2.053 0.000
C 17.545 12.726 10.675 -0.150 -0.234 0.883 0.000
C 17.710 13.269 9.421 -0.112 0.507 -0.552 0.000
C 16.934 14.377 9.094 -0.279 0.221 0.578 0.000
C 16.075 14.902 10.048 -0.495 0.232 -0.044 0.000
H 13.669 12.086 11.338 0.008 0.000 0.074 0.000
H 13.524 11.065 12.750 -0.272 -0.169 0.133 0.000
H 14.197 12.669 12.886 -0.080 0.127 0.040 0.001
H 9.734 10.133 12.881 0.242 -0.067 -0.184 0.000
H 9.916 7.635 12.714 -0.239 -0.088 0.248 0.000
H 11.170 6.644 10.840 -0.016 -0.528 0.047 0.000
H 12.522 8.104 9.338 0.339 -0.480 -0.618 0.000
H 12.597 10.451 9.742 0.300 0.622 -0.625 0.000
H 13.063 14.071 10.526 0.181 -0.507 -0.098 0.000
H 13.701 14.639 8.228 -0.523 0.023 -0.044 0.000
H 12.137 14.046 6.344 -0.236 0.029 0.314 0.000
H 10.097 12.823 6.798 -0.397 -0.136 -0.022 0.000
H 9.578 11.998 9.219 0.438 0.446 -0.650 0.000
H 14.110 17.995 13.273 0.246 -0.129 -0.103 0.000
H 15.058 20.246 12.929 -0.936 0.753 0.540 0.000
H 17.339 20.541 12.146 0.068 0.616 -0.101 0.000
H 18.522 18.630 11.275 1.623 0.138 -0.595 0.000
H 17.639 16.394 11.269 -0.831 0.846 0.761 0.000
H 16.656 12.822 12.596 0.044 -0.428 1.279 0.000
H 18.031 11.825 10.972 0.587 -0.574 -0.130 0.000
H 18.399 12.881 8.678 -0.045 -0.235 0.235 0.000
H 16.986 14.878 8.138 0.061 -0.205 -0.243 0.000
H 15.382 15.701 9.788 0.330 0.138 -0.090 0.000
N 13.413 17.638 19.161 -0.020 -0.139 0.448 0.000
C 14.124 17.147 18.128 2.128 -0.702 -1.219 0.000
C 13.518 16.757 16.920 1.022 -0.102 -0.313 0.001
N 14.223 16.291 15.886 -0.588 0.476 0.826 -0.002
C 15.538 16.196 16.045 1.427 -0.325 -0.617 0.000
C 16.176 16.517 17.249 -1.476 0.234 -0.212 0.000
N 15.468 17.011 18.280 -0.545 -0.118 -0.141 0.000
H 12.486 17.918 18.947 -0.542 0.364 0.153 0.000
H 13.929 18.151 19.848 0.028 0.144 0.204 0.000
H 12.469 16.823 16.767 -0.760 -0.028 0.109 0.000
H 16.099 15.858 15.144 -0.367 0.175 0.797 0.000
H 17.247 16.370 17.379 -0.214 0.161 0.014 0.000
Te 8.727 12.845 12.180 -0.228 0.179 0.172 0.001
N 9.387 18.777 9.298 -0.768 -0.893 0.250 0.000
C 10.029 17.936 10.229 -0.803 -0.629 0.931 0.000
C 11.404 17.802 10.256 1.343 0.271 0.171 0.000
C 12.028 17.029 11.236 -0.331 0.378 0.022 0.001
N 11.334 16.362 12.178 2.009 0.176 -0.251 -0.005
C 10.031 16.459 12.155 -1.821 -0.520 -0.356 0.001
C 9.314 17.205 11.226 0.826 0.714 -1.205 0.000
H 9.835 18.777 8.387 -0.093 0.032 0.241 0.000
H 8.388 18.524 9.213 0.923 0.361 -0.058 0.000
H 12.040 18.377 9.572 -0.297 -0.318 0.142 0.000
H 13.125 16.978 11.301 -0.538 -0.154 -0.111 0.000
H 9.528 15.775 12.846 -0.202 0.568 -0.084 0.000
H 8.238 17.192 11.143 -0.186 -0.115 0.439 0.000

| no. | M (u) |
| --- | --- |
| 1 | 1188.74 |
| 2 | 1124.62 |